(1)
ORCA calculation (ωB97M-V with the def2-TZVPD basis set) on a structure of composition C25H26Cl2N2OS3SbTi.

Last column: natural (NBO) charge in e.
Element x y z (Å)
Ti 0.018 0.312 0.863  1.10
C -0.647 1.002 -3.402  -0.69
C -0.216 1.199 -1.984  0.43
N -0.532 0.316 -1.077  -0.43
N -1.237 -0.805 -1.548  -0.34
C -0.966 -1.889 -0.913  -0.05
S 0.139 -2.040 0.464  -0.15
S -1.908 -3.277 -1.451  0.31
C -0.633 -4.580 -1.476  -0.56
C 0.390 -4.384 -2.557  0.03
C 0.084 -4.713 -3.874  -0.23
C 1.009 -4.509 -4.884  -0.20
C 2.255 -3.971 -4.587  -0.21
C 2.569 -3.648 -3.276  -0.19
C 1.641 -3.854 -2.265  -0.25
C 0.609 2.352 -1.625  -0.23
C 0.645 3.486 -2.450  -0.13
C 1.462 4.556 -2.148  -0.22
C 2.293 4.502 -1.032  -0.14
C 2.295 3.396 -0.204  -0.27
C 1.441 2.342 -0.494  0.41
O 1.421 1.269 0.326  -0.69
H -0.580 -0.049 -3.671  0.27
H -0.046 1.596 -4.081  0.24
H -1.698 1.285 -3.508  0.26
H -1.219 -5.484 -1.646  0.25
H -0.183 -4.665 -0.487  0.24
H -0.887 -5.131 -4.112  0.22
H 0.762 -4.776 -5.902  0.22
H 2.981 -3.818 -5.374  0.22
H 3.545 -3.245 -3.036  0.22
H 1.902 -3.616 -1.241  0.21
H 0.006 3.536 -3.320  0.23
H 1.462 5.430 -2.783  0.23
H 2.944 5.336 -0.806  0.23
H 2.930 3.335 0.669  0.24
Cl 1.266 -0.238 2.929  0.16
C 1.569 1.413 3.520  -0.06
C 2.670 1.577 4.334  -0.22
C 2.931 2.852 4.814  -0.18
C 2.104 3.908 4.464  -0.20
C 1.009 3.697 3.642  -0.07
Cl 0.010 5.045 3.232  0.05
C 0.698 2.430 3.137  -0.13
S -0.744 2.152 2.171  -0.11
H 3.302 0.738 4.583  0.25
H 3.783 3.021 5.457  0.24
H 2.303 4.906 4.828  0.25
C -4.207 1.070 2.167  -0.97
Sb -2.690 -0.350 1.760  1.16
C -3.873 -2.051 1.315  -0.97
C -2.191 -0.892 3.755  -0.97
H -4.794 0.695 3.004  0.24
H -4.851 1.192 1.299  0.24
H -3.762 2.026 2.430  0.25
H -4.546 -2.186 2.160  0.24
H -3.234 -2.923 1.202  0.25
H -4.448 -1.910 0.403  0.25
H -3.114 -1.163 4.267  0.24
H -1.722 -0.056 4.269  0.24
H -1.519 -1.749 3.751  0.24

As for the maximum force: 0.7 eV Å⁻¹. The frontier orbital gap is 6.785 eV. The HOMO energy is -11.1 eV. As for the total charge: +1. Its multiplicity is 1. The energy above the lowest of the compared OMol25 structures with the same formula, charge and spin is 0.0 kcal per mole.

---

(2)
ORCA calculation (ωB97M-V with the def2-TZVPD basis set) on a structure of composition C25H26N2OReS4.

Last column: natural (NBO) charge in e.
Element x y z (Å)
Re -0.586 -0.354 -1.018  0.54
S -1.858 1.637 -0.708  0.17
C -3.172 1.504 -1.870  -0.12
C -4.335 2.246 -1.697  -0.22
C -5.388 2.101 -2.590  -0.16
C -5.296 1.223 -3.661  -0.17
C -4.130 0.497 -3.862  -0.17
C -3.080 0.655 -2.975  -0.27
S -1.565 -0.238 -3.238  0.53
C -0.467 1.181 -3.723  -0.55
C 0.939 0.884 -3.303  0.25
C 2.055 1.378 -3.954  -0.22
C 3.309 0.962 -3.530  -0.08
C 3.417 -0.017 -2.549  -0.23
C 2.269 -0.487 -1.941  0.26
C 2.283 -1.661 -1.001  -0.56
S 0.635 -2.486 -1.069  0.46
C 0.336 -2.954 0.630  -0.24
C 1.220 -3.812 1.269  -0.14
C 0.951 -4.234 2.562  -0.20
C -0.219 -3.829 3.192  -0.17
C -1.114 -2.998 2.538  -0.20
C -0.842 -2.538 1.250  -0.20
S -1.999 -1.442 0.492  0.20
N 1.069 0.047 -2.257  -0.52
H -4.420 2.913 -0.849  0.24
H -6.293 2.674 -2.437  0.25
H -6.128 1.102 -4.341  0.25
H -4.037 -0.186 -4.697  0.24
H -0.849 2.072 -3.224  0.27
H -0.541 1.306 -4.802  0.27
H 1.940 2.068 -4.778  0.26
H 4.197 1.351 -4.011  0.26
H 4.378 -0.428 -2.272  0.26
H 2.460 -1.374 0.033  0.28
H 3.041 -2.376 -1.315  0.27
H 2.110 -4.156 0.756  0.22
H 1.641 -4.900 3.062  0.25
H -0.438 -4.175 4.193  0.25
H -2.032 -2.688 3.022  0.24
O 0.832 0.213 0.574  -0.71
C 1.030 1.205 1.308  0.78
C 2.408 1.587 1.724  -0.50
C 2.600 0.813 3.062  -0.38
C 1.516 1.021 4.139  -0.42
C 0.168 0.299 3.902  -0.43
C -0.770 0.987 2.880  -0.23
N 0.039 1.823 1.974  -0.59
H 2.485 2.662 1.891  0.24
H 3.163 1.282 1.000  0.23
H 3.561 1.118 3.475  0.25
H 2.670 -0.254 2.833  0.21
H 1.354 2.090 4.309  0.20
H 1.925 0.625 5.068  0.25
H -0.354 0.224 4.856  0.24
H 0.380 -0.724 3.575  0.21
H -1.488 1.640 3.370  0.23
H -1.325 0.254 2.299  0.22
H 0.345 2.669 2.430  0.40

As for the maximum force: 3.6 eV Å⁻¹. Its expectation value of S² is 0.76. The frontier orbital gap (alpha / beta) is 5.547 / 6.241 eV. The HOMO energy (alpha / beta) is -13.4 / -13.9 eV. As for the total charge: +2. Its multiplicity is 2.

---

(3)
ORCA calculation (ωB97M-V with the def2-TZVPD basis set) on an isolated molecule of C25H26N4O3.

Last column: natural (NBO) charge in e.
Element x y z (Å)
O 0.508 0.210 -0.651  -0.64
C 0.909 -0.926 -0.802  0.68
C 0.185 -1.960 -1.647  -0.48
C -0.826 -2.734 -0.764  -0.13
C 0.000 -3.377 0.347  0.69
O 0.864 -4.196 0.082  -0.65
N -0.225 -2.979 1.608  -0.61
C -1.213 -1.996 1.980  -0.21
C -2.374 -2.119 1.006  -0.23
N -1.870 -1.838 -0.315  -0.45
C -2.931 -1.598 -1.275  -0.23
C -3.526 -0.233 -1.039  -0.03
C -4.891 0.002 -1.117  -0.24
C -5.385 1.280 -0.907  -0.19
C -4.533 2.322 -0.591  -0.25
C -3.165 2.084 -0.496  0.29
O -2.348 3.149 -0.226  -0.50
C -1.156 2.932 0.419  0.38
C -0.054 3.674 0.011  -0.27
C 1.150 3.544 0.676  -0.19
C 1.264 2.680 1.752  -0.25
C 0.162 1.949 2.165  -0.19
C -1.046 2.071 1.506  -0.29
C -2.665 0.812 -0.738  -0.26
N 2.019 -1.390 -0.189  -0.62
C 2.796 -0.556 0.709  -0.25
C 3.937 0.113 -0.011  -0.08
C 5.238 -0.365 0.062  -0.17
C 6.235 0.287 -0.647  -0.26
C 5.884 1.393 -1.405  0.03
N 4.647 1.853 -1.487  -0.41
C 3.701 1.230 -0.811  0.04
H 0.889 -2.671 -2.079  0.23
H -0.348 -1.440 -2.442  0.23
H -1.230 -3.571 -1.364  0.21
H 0.373 -3.376 2.318  0.41
H -1.537 -2.181 3.006  0.21
H -0.793 -0.985 1.908  0.20
H -3.143 -1.379 1.240  0.22
H -2.820 -3.128 1.086  0.17
H -2.506 -1.624 -2.282  0.21
H -3.715 -2.374 -1.224  0.18
H -5.567 -0.808 -1.349  0.21
H -6.447 1.463 -0.979  0.21
H -4.909 3.319 -0.419  0.22
H -0.157 4.341 -0.830  0.23
H 2.008 4.112 0.347  0.22
H 2.208 2.580 2.268  0.21
H 0.242 1.282 3.013  0.21
H -1.909 1.505 1.828  0.22
H -1.602 0.630 -0.693  0.27
H 2.334 -2.332 -0.363  0.42
H 3.169 -1.175 1.529  0.20
H 2.115 0.208 1.094  0.25
H 5.470 -1.230 0.668  0.21
H 7.258 -0.056 -0.610  0.22
H 6.625 1.938 -1.975  0.19
H 2.701 1.633 -0.902  0.22

As for the SMILES: O=C(C[C@H]1C(=O)NCCN1Cc1cccc(Oc2ccccc2)c1)NCc1cccnc1. As for the maximum force: 0.6 eV Å⁻¹. The frontier orbital gap is 8.821 eV. The HOMO energy is -8.2 eV. Its multiplicity is 1. The energy above the lowest of the compared OMol25 structures with the same formula, charge and spin is 18.5 kcal per mole.

---

(4)
ORCA calculation (ωB97M-V with the def2-TZVPD basis set) on a cluster of 5 separate species, C25H26N5O2S in total.

Last column: natural (NBO) charge in e.
Element x y z (Å)
C -2.612 -1.083 -0.906  -0.02
C -2.847 -1.387 0.207  -0.01
N -3.476 -1.736 1.415  -0.60
C -2.517 -2.294 2.279  0.03
C -1.943 -2.966 3.057  -0.01
S -4.259 -0.247 2.183  2.23
C -5.710 0.037 1.154  -0.85
O -4.621 -0.589 3.505  -0.84
O -3.350 0.840 2.154  -0.85
H -2.364 -0.812 -1.908  0.30
H -4.247 -2.395 1.251  0.48
H -1.302 -3.676 3.511  0.28
H -5.346 0.156 0.136  0.27
H -6.251 0.902 1.516  0.31
H -6.277 -0.893 1.175  0.26
N -0.589 0.461 -2.638  -0.49
C -0.440 1.061 -3.822  0.03
C 0.469 2.078 -4.058  -0.25
C 1.268 2.502 -3.007  -0.15
C 1.124 1.901 -1.768  -0.24
C 0.188 0.890 -1.640  0.02
H -1.085 0.697 -4.614  0.19
H 0.551 2.524 -5.039  0.23
H 1.991 3.294 -3.152  0.23
H 1.723 2.200 -0.921  0.26
H 0.046 0.385 -0.688  0.19
N 3.160 1.075 0.640  -0.44
C 2.939 -0.010 1.378  0.02
C 3.919 -0.921 1.725  -0.25
C 5.211 -0.700 1.277  -0.16
C 5.466 0.426 0.509  -0.25
C 4.409 1.279 0.221  0.04
H 1.913 -0.147 1.706  0.18
H 3.674 -1.784 2.330  0.22
H 6.006 -1.391 1.523  0.22
H 6.459 0.638 0.140  0.23
H 4.562 2.171 -0.377  0.20
N -0.962 4.700 -0.628  -0.42
C -0.943 5.587 0.366  0.04
C -1.365 5.309 1.657  -0.26
C -1.838 4.036 1.933  -0.17
C -1.868 3.098 0.914  -0.27
C -1.418 3.482 -0.342  0.03
H -0.568 6.570 0.104  0.20
H -1.325 6.069 2.425  0.22
H -2.178 3.779 2.929  0.22
H -2.231 2.091 1.090  0.22
H -1.419 2.781 -1.170  0.19
N 1.102 -4.722 0.523  -0.44
C 1.283 -5.753 -0.303  0.03
C 1.918 -5.653 -1.531  -0.25
C 2.390 -4.413 -1.928  -0.16
C 2.212 -3.328 -1.085  -0.25
C 1.566 -3.538 0.123  0.02
H 0.895 -6.703 0.046  0.20
H 2.039 -6.525 -2.159  0.23
H 2.891 -4.293 -2.880  0.22
H 2.565 -2.342 -1.356  0.23
H 1.408 -2.719 0.817  0.18

As for the maximum force: 4.8 eV Å⁻¹. The frontier orbital gap is 7.328 eV. The HOMO energy is -11.3 eV. As for the total charge: +1. Its multiplicity is 1.

---

(5)
ORCA calculation (ωB97M-V with the def2-TZVPD basis set) on a cluster of 2 separate species, C25H26NO2 in total.

Last column: natural (NBO) charge in e.
Element x y z (Å)
C 1.994 -1.058 2.907  -0.67
C 0.517 -0.986 2.984  0.32
N -0.150 0.102 2.946  -0.46
C -1.537 -0.148 3.013  -0.25
C -1.769 -1.655 2.804  -0.42
C -0.369 -2.206 3.082  -0.48
H 2.338 -2.094 2.925  0.23
H 2.354 -0.596 1.986  0.23
H 2.450 -0.532 3.747  0.24
H -1.893 0.163 4.003  0.19
H -2.064 0.469 2.274  0.20
H -2.537 -2.073 3.467  0.22
H -2.086 -1.871 1.776  0.21
H -0.062 -2.985 2.375  0.23
H -0.301 -2.627 4.091  0.23
C -3.058 9.008 3.714  -0.26
O -3.110 7.706 4.255  -0.45
C -2.117 6.842 3.808  0.42
C -2.137 5.512 4.268  -0.27
C -1.222 4.593 3.840  -0.07
C -0.207 4.941 2.920  -0.21
C 0.671 3.931 2.450  0.14
C 1.628 3.985 1.406  -0.18
C 2.506 2.890 1.227  -0.09
C 3.483 2.912 0.271  -0.26
C 3.658 4.030 -0.562  0.40
O 4.744 4.098 -1.476  -0.51
C 5.931 4.756 -1.045  0.26
C 7.032 4.004 -0.631  -0.20
C 8.153 4.620 -0.130  -0.21
C 8.213 5.996 -0.052  -0.20
C 7.143 6.757 -0.477  -0.20
C 6.016 6.147 -0.975  -0.26
C 2.749 5.090 -0.445  -0.21
C 1.759 5.061 0.496  -0.13
C -0.142 6.300 2.535  -0.02
C -1.081 7.210 2.937  -0.33
H -3.858 9.601 4.159  0.22
H -2.104 9.478 3.954  0.19
H -3.210 8.969 2.634  0.19
H -2.901 5.234 4.970  0.25
H -1.261 3.579 4.202  0.24
H 0.565 2.969 2.925  0.24
H 2.384 2.030 1.863  0.24
H 4.152 2.078 0.157  0.25
H 6.968 2.933 -0.681  0.22
H 8.982 4.027 0.219  0.23
H 9.085 6.475 0.358  0.22
H 7.187 7.831 -0.404  0.22
H 5.178 6.734 -1.303  0.22
H 2.844 5.932 -1.108  0.23
H 1.019 5.836 0.478  0.22
H 0.707 6.659 1.988  0.21
H -1.008 8.225 2.588  0.24

As for the maximum force: 2.9 eV Å⁻¹. The frontier orbital gap is 6.234 eV. The HOMO energy is -11.6 eV. As for the total charge: +1. Its multiplicity is 1. The energy above the lowest of the compared OMol25 structures with the same formula, charge and spin is 26.8 kcal per mole.

---

(6)
ORCA calculation (ωB97M-V with the def2-TZVPD basis set) on a cluster of 2 separate species, C25H27BBr2NO3 in total.

Last column: natural (NBO) charge in e.
Element x y z (Å)
C 3.847 4.062 -2.896  -0.66
C 2.570 3.596 -2.401  0.28
C 1.292 4.090 -2.453  -0.33
C 0.483 3.166 -1.722  -0.29
C 1.298 2.153 -1.260  -0.02
B 1.109 0.991 -0.162  0.95
O 1.762 -0.259 -0.441  -0.74
C 3.080 -0.290 0.120  -0.07
C 3.164 0.690 1.289  -0.24
N 1.887 1.484 1.245  -0.39
C 2.110 2.936 1.458  -0.41
C 0.875 0.993 2.232  -0.25
C -0.469 1.257 1.554  -0.07
O -0.310 0.975 0.162  -0.72
O 2.583 2.429 -1.678  -0.45
H 3.700 5.017 -3.402  0.23
H 4.559 4.210 -2.077  0.22
H 4.262 3.348 -3.614  0.23
H 0.971 5.011 -2.938  0.23
H -0.582 3.273 -1.558  0.22
H 3.275 -1.320 0.456  0.18
H 3.826 -0.022 -0.643  0.20
H 3.217 0.151 2.245  0.21
H 4.046 1.333 1.196  0.23
H 2.502 3.090 2.477  0.21
H 2.839 3.330 0.740  0.24
H 1.163 3.484 1.356  0.23
H 1.021 -0.083 2.413  0.22
H 0.961 1.537 3.179  0.22
H -1.280 0.604 1.927  0.18
H -0.749 2.314 1.723  0.18
Br 2.448 -3.017 5.039  0.13
C 1.440 -2.988 3.433  -0.02
C 2.076 -3.240 2.206  -0.27
C 1.398 -2.974 1.028  -0.12
C 0.091 -2.421 1.047  -0.09
C -0.458 -1.873 -0.158  0.09
C -1.779 -1.475 -0.288  -0.29
C -2.412 -1.532 -1.524  0.04
C -3.817 -1.651 -1.690  -0.09
C -4.336 -1.852 -2.998  -0.12
C -5.661 -2.218 -3.188  -0.25
C -6.501 -2.369 -2.066  -0.01
Br -8.268 -2.991 -2.316  0.15
C -6.040 -2.053 -0.774  -0.25
C -4.713 -1.674 -0.581  -0.13
C -0.614 -2.441 2.280  -0.14
C 0.068 -2.704 3.471  -0.27
H 3.097 -3.603 2.192  0.25
H 1.862 -3.182 0.063  0.24
H 0.147 -1.987 -1.065  0.24
H -2.341 -1.154 0.598  0.22
H -1.790 -1.561 -2.421  0.23
H -3.659 -1.739 -3.843  0.23
H -6.045 -2.399 -4.187  0.25
H -6.723 -2.109 0.070  0.25
H -4.354 -1.416 0.416  0.22
H -1.687 -2.256 2.294  0.23
H -0.441 -2.667 4.436  0.25

As for the maximum force: 2.3 eV Å⁻¹. The frontier orbital gap is 4.613 eV. The HOMO energy is -9.9 eV. As for the total charge: +1. Its multiplicity is 1. The energy above the lowest of the compared OMol25 structures with the same formula, charge and spin is 0.0 kcal per mole.

---

Repeat the fifth record exactly.
ORCA calculation (ωB97M-V with the def2-TZVPD basis set) on a cluster of 2 separate species, C25H26NO2 in total.

Last column: natural (NBO) charge in e.
Element x y z (Å)
C 1.994 -1.058 2.907  -0.67
C 0.517 -0.986 2.984  0.32
N -0.150 0.102 2.946  -0.46
C -1.537 -0.148 3.013  -0.25
C -1.769 -1.655 2.804  -0.42
C -0.369 -2.206 3.082  -0.48
H 2.338 -2.094 2.925  0.23
H 2.354 -0.596 1.986  0.23
H 2.450 -0.532 3.747  0.24
H -1.893 0.163 4.003  0.19
H -2.064 0.469 2.274  0.20
H -2.537 -2.073 3.467  0.22
H -2.086 -1.871 1.776  0.21
H -0.062 -2.985 2.375  0.23
H -0.301 -2.627 4.091  0.23
C -3.058 9.008 3.714  -0.26
O -3.110 7.706 4.255  -0.45
C -2.117 6.842 3.808  0.42
C -2.137 5.512 4.268  -0.27
C -1.222 4.593 3.840  -0.07
C -0.207 4.941 2.920  -0.21
C 0.671 3.931 2.450  0.14
C 1.628 3.985 1.406  -0.18
C 2.506 2.890 1.227  -0.09
C 3.483 2.912 0.271  -0.26
C 3.658 4.030 -0.562  0.40
O 4.744 4.098 -1.476  -0.51
C 5.931 4.756 -1.045  0.26
C 7.032 4.004 -0.631  -0.20
C 8.153 4.620 -0.130  -0.21
C 8.213 5.996 -0.052  -0.20
C 7.143 6.757 -0.477  -0.20
C 6.016 6.147 -0.975  -0.26
C 2.749 5.090 -0.445  -0.21
C 1.759 5.061 0.496  -0.13
C -0.142 6.300 2.535  -0.02
C -1.081 7.210 2.937  -0.33
H -3.858 9.601 4.159  0.22
H -2.104 9.478 3.954  0.19
H -3.210 8.969 2.634  0.19
H -2.901 5.234 4.970  0.25
H -1.261 3.579 4.202  0.24
H 0.565 2.969 2.925  0.24
H 2.384 2.030 1.863  0.24
H 4.152 2.078 0.157  0.25
H 6.968 2.933 -0.681  0.22
H 8.982 4.027 0.219  0.23
H 9.085 6.475 0.358  0.22
H 7.187 7.831 -0.404  0.22
H 5.178 6.734 -1.303  0.22
H 2.844 5.932 -1.108  0.23
H 1.019 5.836 0.478  0.22
H 0.707 6.659 1.988  0.21
H -1.008 8.225 2.588  0.24

As for the maximum force: 2.9 eV Å⁻¹. The frontier orbital gap is 6.234 eV. The HOMO energy is -11.6 eV. As for the total charge: +1. Its multiplicity is 1. The energy above the lowest of the compared OMol25 structures with the same formula, charge and spin is 26.8 kcal per mole.